1.
{"formula": "C19H21BrN3O10P2Ti", "method": "ωB97M-V with the def2-TZVPD basis set", "species": ["Ti", "O", "C", "C", "C", "C", "C", "C", "C", "O", "N", "N", "C", "C", "Br", "C", "C", "C", "C", "C", "C", "C", "H", "H", "H", "H", "H", "H", "H", "H", "H", "H", "H", "H", "H", "H", "C", "C", "O", "P", "O", "O", "O", "P", "O", "O", "O", "H", "H", "H", "H", "H", "H", "H", "O", "C", "N"], "coordinates": [[1.536, 0.535, -0.529], [-0.594, -4.502, 0.213], [0.652, -4.729, -0.296], [1.133, -6.015, -0.508], [2.409, -6.203, -1.020], [3.209, -5.110, -1.315], [2.720, -3.828, -1.095], [1.445, -3.621, -0.591], [0.923, -2.216, -0.384], [1.941, -1.281, -0.321], [0.029, -1.922, -1.532], [-0.135, -0.505, -1.593], [-1.241, -0.114, -2.069], [-1.536, 1.307, -2.354], [-0.548, 2.001, -3.814], [-2.458, 2.035, -1.742], [-3.234, 1.566, -0.579], [-4.604, 1.823, -0.513], [-5.347, 1.387, 0.571], [-4.725, 0.704, 1.611], [-3.360, 0.469, 1.562], [-2.611, 0.900, 0.475], [-1.017, -5.345, 0.401], [0.505, -6.867, -0.271], [2.775, -7.209, -1.182], [4.206, -5.252, -1.708], [3.327, -2.955, -1.297], [0.305, -2.162, 0.518], [0.564, -2.146, -2.371], [-1.995, -0.860, -2.323], [-2.644, 3.042, -2.098], [-5.085, 2.364, -1.319], [-6.411, 1.586, 0.611], [-5.305, 0.373, 2.463], [-2.856, -0.034, 2.379], [-1.536, 0.759, 0.486], [1.648, 3.710, 3.006], [0.716, 2.956, 2.065], [-0.652, 3.257, 2.407], [0.990, 1.107, 2.387], [2.849, 1.297, 0.666], [-0.110, 0.896, 3.608], [0.363, 0.337, 1.124], [0.894, 3.524, 0.304], [2.402, 4.014, 0.106], [-0.084, 4.628, 0.167], [0.705, 2.306, -0.622], [1.380, 3.471, 4.037], [1.549, 4.787, 2.854], [2.687, 3.425, 2.836], [-0.945, 3.918, 1.755], [3.537, 0.679, 0.933], [-0.828, 1.549, 3.528], [2.976, 3.225, 0.108], [3.705, 1.148, -4.287], [3.159, 0.980, -3.244], [2.621, 0.813, -2.200]], "lowdin_charge": [1.0542, 0.0661, -0.2667, -0.0350, -0.1008, -0.0920, -0.0148, -0.0996, -0.3932, -0.2623, 0.0536, -0.0290, -0.1484, -0.6637, 0.7940, -0.0910, -0.2084, -0.0473, -0.0985, -0.0946, -0.0585, -0.0145, 0.1027, 0.1075, 0.0976, 0.0965, 0.1186, 0.1453, 0.1336, 0.1459, 0.1175, 0.1085, 0.0946, 0.0958, 0.1072, 0.0800, -0.1108, -0.6381, -0.1254, 0.8084, -0.3913, -0.3031, -0.5641, 0.3825, -0.1317, -0.2887, -0.4063, 0.0744, 0.0812, 0.0683, 0.0614, 0.0334, 0.0276, 0.0521, 0.0486, -0.4967, 0.0174], "homo_lumo_gap_ha": 0.24176, "relative_energy_kcal_mol": 38.8, "e_tot_ev": -156734.8518, "homo_energy_ev": -4.5, "charge": -1, "largest_force_ha_per_bohr": 0.0473}

2.
{"formula": "C19H21Cl4IrO5PTe2", "method": "ωB97M-V with the def2-TZVPD basis set", "species": ["Ir", "Cl", "C", "C", "Cl", "C", "Cl", "C", "O", "C", "O", "C", "Cl", "C", "C", "C", "C", "C", "C", "Te", "C", "C", "C", "H", "H", "H", "H", "H", "H", "H", "H", "H", "H", "H", "C", "C", "O", "P", "O", "Te", "O", "C", "C", "H", "H", "H", "H", "H", "H", "H", "H", "H", "H"], "coordinates": [[0.351, -0.109, -0.726], [-4.267, 4.653, 1.342], [-3.211, 3.299, 1.340], [-3.140, 2.473, 2.467], [-4.118, 2.794, 3.840], [-2.256, 1.404, 2.482], [-2.085, 0.448, 3.900], [-1.473, 1.085, 1.351], [-0.633, 0.078, 1.309], [-1.578, 1.911, 0.183], [-0.875, 1.651, -0.871], [-2.419, 3.035, 0.235], [-2.435, 4.082, -1.129], [7.803, 2.842, -2.381], [6.425, 2.447, -1.930], [5.287, 2.933, -2.563], [4.015, 2.652, -2.085], [2.805, 3.187, -2.801], [3.882, 1.856, -0.942], [1.975, 1.787, 0.013], [5.004, 1.280, -0.341], [4.903, 0.348, 0.837], [6.259, 1.588, -0.851], [7.763, 3.498, -3.249], [8.397, 1.962, -2.631], [8.321, 3.371, -1.580], [5.384, 3.568, -3.435], [3.094, 3.742, -3.691], [2.225, 3.849, -2.153], [2.150, 2.367, -3.102], [3.877, 0.014, 0.992], [5.241, 0.839, 1.751], [5.529, -0.530, 0.679], [7.134, 1.166, -0.367], [-2.346, -6.087, -0.408], [-2.769, -4.635, -0.500], [-1.687, -3.842, -1.003], [-1.148, -2.483, -0.359], [0.214, -2.256, -0.968], [-1.413, -2.478, 2.017], [-2.084, -1.323, -0.985], [-3.516, -1.425, -0.916], [-4.143, -0.048, -0.860], [-3.222, -6.701, -0.202], [-1.613, -6.220, 0.387], [-1.901, -6.408, -1.349], [-3.076, -4.273, 0.486], [-3.612, -4.529, -1.187], [-3.800, -1.995, -0.026], [-3.857, -1.965, -1.803], [-3.994, 0.408, 0.119], [-5.211, -0.141, -1.054], [-3.698, 0.600, -1.616]], "mulliken_spin": [0.1575, -0.0014, -0.0080, -0.0009, -0.0007, -0.0039, -0.0007, -0.0158, -0.0200, -0.0220, 0.0057, 0.0058, -0.0012, -0.0002, -0.0001, 0.0111, -0.0411, 0.0441, -0.0449, 0.8551, 0.0114, 0.0041, 0.0043, 0.0000, 0.0000, 0.0000, -0.0006, 0.0032, -0.0066, -0.0039, 0.0057, 0.0007, 0.0035, 0.0007, 0.0000, 0.0010, -0.0006, -0.0103, 0.0152, 0.0548, -0.0009, -0.0013, 0.0002, -0.0001, -0.0001, 0.0001, -0.0001, 0.0003, 0.0004, -0.0002, -0.0001, -0.0001, 0.0010], "homo_lumo_gap_ha": [0.16244, 0.15436], "relative_energy_kcal_mol": 101.3, "multiplicity": 2, "e_tot_ev": -107082.7989, "homo_energy_ev": [-7.1, -6.9], "s_squared": 0.788, "charge": 0, "largest_force_ha_per_bohr": 0.0744}

3.
{"formula": "C19H21ClN2O3S", "method": "ωB97M-V with the def2-TZVPD basis set", "species": ["C", "C", "C", "C", "C", "C", "C", "H", "H", "S", "O", "O", "N", "C", "C", "C", "C", "C", "C", "H", "Cl", "C", "H", "H", "H", "H", "H", "C", "H", "H", "C", "O", "N", "C", "C", "C", "H", "H", "H", "H", "H", "H", "H", "H", "H", "H", "H"], "coordinates": [[4.224, -0.342, -3.727], [3.191, 0.061, -2.758], [1.930, 0.683, -3.041], [1.217, 1.113, -2.085], [1.642, 0.791, -0.856], [2.838, 0.339, -0.336], [3.772, -0.005, -1.313], [4.489, -0.771, -1.002], [2.947, 0.057, 0.777], [0.393, 1.454, 0.485], [-0.438, 2.602, 0.264], [1.014, 1.432, 1.955], [-0.598, 0.026, 0.459], [-1.721, 0.148, -0.350], [-1.668, -0.988, -1.425], [-2.553, -0.725, -2.342], [-3.536, 0.198, -2.541], [-3.521, 1.173, -1.397], [-2.796, 1.049, -0.397], [-2.621, 1.954, 0.437], [-4.775, 2.245, -1.340], [-4.640, 0.308, -3.297], [-4.709, 1.176, -3.915], [-5.634, 0.262, -2.914], [-4.708, -0.876, -4.066], [-2.719, -1.583, -3.192], [-0.792, -1.636, -1.577], [-0.167, -1.121, 1.059], [-0.685, -1.793, 1.095], [0.738, -1.336, 0.185], [0.601, -1.015, 2.389], [1.853, -1.475, 2.455], [-0.153, -0.494, 3.320], [0.549, -0.134, 4.480], [-0.318, -0.290, 5.762], [0.643, -1.112, 5.685], [1.634, -1.180, 6.132], [0.664, -1.928, 5.322], [-0.352, 0.486, 6.602], [-1.356, -0.647, 5.848], [1.111, 0.938, 4.385], [-0.878, 0.137, 3.197], [0.422, 1.642, -2.231], [2.003, 0.832, -4.106], [4.776, -1.433, -3.282], [3.661, -0.603, -4.794], [5.027, 0.383, -4.009]], "lowdin_charge": [-0.1156, -0.2218, -0.0469, -0.1169, -0.2233, -0.0668, 0.0215, 0.1093, 0.1420, 0.8916, -0.2875, -0.3571, -0.2218, -0.1756, 0.0158, -0.1362, -0.3366, -0.6910, -0.1408, 0.1828, 0.8273, -0.1614, 0.0684, 0.0541, 0.1955, 0.1542, 0.1222, -0.1102, 0.0000, 0.1908, -0.3863, -0.0341, 0.0814, -0.1826, -0.1903, -0.1639, 0.1447, 0.0149, 0.1395, 0.1238, 0.1960, 0.1347, 0.0798, 0.1226, 0.1561, 0.1209, 0.0768], "homo_lumo_gap_ha": 0.29152, "relative_energy_kcal_mol": 408.4, "e_tot_ev": -52507.6493, "homo_energy_ev": -8.1, "charge": 0, "largest_force_ha_per_bohr": 0.3780}

4.
{"formula": "C19H21ClN6O2S", "method": "ωB97M-V with the def2-TZVPD basis set", "species": ["O", "O", "Cl", "N", "N", "N", "C", "C", "C", "C", "C", "C", "C", "C", "C", "C", "C", "N", "N", "N", "C", "C", "C", "C", "C", "C", "C", "C", "S", "H", "H", "H", "H", "H", "H", "H", "H", "H", "H", "H", "H", "H", "H", "H", "H", "H", "H", "H", "H", "H"], "coordinates": [[1.950, 6.690, -0.277], [1.944, 5.453, -2.348], [-3.599, -2.926, -2.753], [1.572, -2.818, -2.835], [1.750, 2.791, 3.090], [1.164, 0.899, 4.376], [0.426, -2.600, -2.266], [2.533, -2.536, -1.899], [2.001, -2.124, -0.695], [-1.871, -1.940, -0.824], [0.558, -2.095, -0.898], [-2.000, -2.492, -2.100], [-0.579, -1.728, -0.175], [1.744, 2.098, 4.239], [1.181, 2.227, 2.019], [0.565, 0.340, 3.303], [0.582, 0.951, 2.074], [-0.837, -2.792, -2.830], [1.130, 2.980, 0.860], [-0.589, -1.069, 1.098], [-0.272, 0.378, 0.937], [0.149, 4.099, 0.812], [2.152, 2.844, -0.164], [-0.850, -3.078, 2.406], [-0.142, -0.952, 3.528], [0.120, 4.727, -0.558], [2.916, 4.117, -0.219], [-0.046, -1.821, 2.234], [1.768, 5.358, -0.893], [3.624, -2.644, -2.078], [2.561, -1.794, 0.196], [-2.790, -1.684, -0.325], [2.139, 2.551, 5.114], [-0.903, -3.222, -3.744], [-1.207, 0.878, 0.849], [0.268, 0.565, 0.026], [-0.871, 3.773, 1.015], [0.409, 4.839, 1.575], [2.833, 2.027, 0.072], [1.670, 2.588, -1.110], [-1.907, -2.804, 2.637], [-0.406, -3.686, 3.229], [-0.856, -3.622, 1.496], [-1.188, -0.724, 3.792], [0.310, -1.477, 4.370], [-0.619, 5.542, -0.584], [-0.135, 3.989, -1.306], [3.817, 4.041, -0.888], [3.242, 4.391, 0.796], [1.046, -2.047, 2.084]], "lowdin_charge": [-0.3426, -0.3461, 0.6509, 0.0721, 0.1611, 0.1287, -0.2941, -0.1544, -0.0496, -0.0251, -0.1010, -0.6051, -0.1694, -0.1602, -0.2693, -0.2334, -0.0357, 0.1270, -0.1224, -0.0649, -0.0514, -0.1732, -0.2158, -0.0493, -0.0682, -0.2140, -0.1985, -0.3552, 0.7036, 0.1131, 0.0971, 0.1019, 0.0970, 0.1501, 0.1189, 0.1111, 0.1227, 0.1241, 0.1392, 0.1213, 0.1026, 0.1014, 0.0578, 0.1398, 0.1243, 0.1280, 0.1048, 0.1322, 0.1192, 0.1491], "homo_lumo_gap_ha": 0.29921, "relative_energy_kcal_mol": 7.0, "smiles": "C[C@@H]1Cc2ncnc(N3CCS(=O)(=O)CC3)c2CN1c1cc(Cl)[nH]c2nccc1-2", "e_tot_ev": -56435.2050, "homo_energy_ev": -8.6, "charge": 0, "largest_force_ha_per_bohr": 0.0951}